1.
# C34H39FeN5O4P2

A structure of composition C34H39FeN5O4P2 in a non-equilibrium geometry (ωB97M-V/def2-TZVPD, the Open Molecules 2025 dataset).

HOMO (alpha / beta) = -8.567 / -8.567 eV
Largest force on an atom = 4.540 eV Å⁻¹
Multiplicity = 5
⟨S²⟩ = 6.01

Atoms and positions in Å:
1 Fe 0.4893 0.5170 -1.6843
2 C 0.0972 -2.6448 0.3979
3 C 0.3454 -2.4601 -0.9036
4 C -0.5778 -2.8542 -2.0233
5 C -1.4883 -1.7763 -2.6622
6 C -2.0907 -0.7577 -1.7134
7 C -2.4557 -0.9495 -0.4310
8 C -2.4760 -2.2311 0.3200
9 C -1.1978 -2.5947 1.1207
10 C -0.6205 2.1279 -0.8954
11 H 0.9610 -2.6892 1.0869
12 H 1.3812 -2.2973 -1.2482
13 H -1.1835 -3.6781 -1.6299
14 H 0.0796 -3.2374 -2.8289
15 H -0.9429 -1.2636 -3.4734
16 H -2.3241 -2.3058 -3.1616
17 H -2.4131 0.1898 -2.1526
18 H -2.7217 -0.0552 0.1511
19 H -2.7431 -3.0439 -0.3662
20 H -3.2621 -2.1137 1.0760
21 H -1.0969 -1.8627 1.9418
22 H -1.3491 -3.5987 1.5658
23 H -0.5018 2.0218 0.2206
24 H -1.6989 2.1219 -1.1011
25 H -0.1084 3.0436 -1.2823
26 P -3.6978 -2.7775 -6.4438
27 P -1.0323 -4.6098 -6.1441
28 N -5.3618 -2.7408 -5.8699
29 N -4.2902 -2.1716 -8.0726
30 N -1.5083 -5.9450 -5.0538
31 N 0.2606 -5.5815 -6.8686
32 C -3.7235 -4.5695 -6.8986
33 C -2.3384 -4.9770 -7.4043
34 C -5.6970 -2.0825 -4.6846
35 C -7.0405 -2.3209 -4.4090
36 C -7.5538 -3.1603 -5.4579
37 C -6.5044 -3.4033 -6.3370
38 C -3.7729 -0.9677 -8.5545
39 C -4.2733 -0.7556 -9.8293
40 C -5.0807 -1.9005 -10.1700
41 C -5.0931 -2.7350 -9.0644
42 C -1.5467 -5.6607 -3.6899
43 C -2.0753 -6.7415 -3.0029
44 C -2.4881 -7.7011 -3.9880
45 C -2.1475 -7.1795 -5.2330
46 C 0.3505 -6.9572 -7.1525
47 C 1.4410 -7.1590 -7.9910
48 C 2.0104 -5.8654 -8.2726
49 C 1.2590 -4.9208 -7.5993
50 H -4.4638 -4.8152 -7.6689
51 H -4.0232 -5.1145 -5.9800
52 H -2.3350 -6.0348 -7.7249
53 H -2.0711 -4.3564 -8.2789
54 H -4.9356 -1.5251 -4.1674
55 H -7.5707 -1.9524 -3.5513
56 H -8.5595 -3.5501 -5.5623
57 H -6.4983 -3.9971 -7.2456
58 H -3.0987 -0.4049 -7.9352
59 H -4.0927 0.1179 -10.4236
60 H -5.5754 -2.0851 -11.1114
61 H -5.6104 -3.6756 -8.9293
62 H -1.1946 -4.6993 -3.3543
63 H -2.1204 -6.8229 -1.9250
64 H -2.9689 -8.6519 -3.7988
65 H -2.2984 -7.6084 -6.2169
66 H -0.3189 -7.6756 -6.7018
67 H 1.7700 -8.1048 -8.3877
68 H 2.8387 -5.6569 -8.9245
69 H 1.3336 -3.8493 -7.5346
70 O 0.1361 -0.0876 2.3426
71 C 1.0943 0.3853 1.6804
72 O 1.3208 0.2647 0.4239
73 C 2.0918 1.1915 2.5701
74 C 3.1900 1.9143 2.0359
75 C 4.0331 2.7074 2.8275
76 C 3.8297 2.7991 4.2230
77 C 2.7875 2.0306 4.7913
78 C 1.9444 1.2555 3.9903
79 N 4.6343 3.6796 5.0148
80 O 5.5274 4.3348 4.4328
81 O 4.4128 3.7493 6.2470
82 H 3.3919 1.8491 0.9759
83 H 4.8458 3.2451 2.3537
84 H 2.6326 2.0287 5.8703
85 H 1.1634 0.6884 4.4814

Mulliken population analysis, charges in e, atoms 1 to 6: atom 1 (Fe): 0.621, atom 2 (C): -1.242, atom 3 (C): -0.689, atom 4 (C): 0.199, atom 5 (C): -0.159, atom 6 (C): -0.641

=====

2.
# C34H39HfN5O3P2S

A structure of composition C34H39HfN5O3P2S in a non-equilibrium geometry (ωB97M-V/def2-TZVPD, the Open Molecules 2025 dataset).

Total charge = +2
HOMO = -12.574 eV
Largest force on an atom = 8.159 eV Å⁻¹
Relative energy (zero: lowest compared OMol25 entry of this formula, charge and spin) = 2.931 eV

Atoms and positions in Å:
1 Hf 0.2623 -1.8194 1.1877
2 C -1.1900 2.5407 3.3995
3 C -1.4614 1.6383 2.4537
4 C -0.9713 1.7295 1.0467
5 C 0.4352 1.1521 0.8292
6 C 1.6114 1.7638 1.5691
7 C 1.5400 2.9281 2.1998
8 C 0.4561 3.9448 2.0103
9 C -0.7317 3.9078 3.0133
10 C 2.0874 -2.6895 1.8281
11 H -1.3736 2.3460 4.4599
12 H -2.0812 0.7783 2.7070
13 H -1.1177 2.7214 0.5906
14 H -1.6407 1.0374 0.5200
15 H 0.3759 0.1277 1.3772
16 H 0.6074 1.0997 -0.2517
17 H 2.4042 1.0321 1.7810
18 H 2.4058 3.2550 2.7938
19 H 0.0762 3.9167 0.9792
20 H 0.9465 4.9184 2.1244
21 H -0.4723 4.4788 3.9112
22 H -1.5484 4.4270 2.4752
23 H 2.6296 -1.9835 2.4932
24 H 2.7042 -2.9158 0.9428
25 H 1.8931 -3.6229 2.4171
26 P 1.6032 -1.2063 -1.5083
27 P -2.1574 -0.1794 -1.5878
28 N 2.9720 0.0080 -2.1244
29 N 2.1483 -2.3665 -2.8679
30 N -2.0589 1.3403 -2.5251
31 N -3.5142 -0.7232 -2.6819
32 C 0.4156 -0.3579 -2.5615
33 C -0.9397 -1.0849 -2.5727
34 C 4.2126 0.0829 -1.5038
35 C 5.0981 0.8493 -2.2771
36 C 4.3901 1.2280 -3.4632
37 C 3.1026 0.6900 -3.3356
38 C 2.6579 -3.6331 -2.5953
39 C 3.0098 -4.2758 -3.7878
40 C 2.7492 -3.3488 -4.8494
41 C 2.2450 -2.1874 -4.2566
42 C -2.2254 2.6474 -2.0569
43 C -1.8759 3.5522 -3.0523
44 C -1.5089 2.7824 -4.2075
45 C -1.6623 1.4455 -3.8701
46 C -4.3323 -0.1253 -3.6405
47 C -5.1590 -1.0977 -4.2105
48 C -4.7963 -2.3628 -3.6279
49 C -3.7769 -2.1004 -2.7282
50 H 0.7528 -0.2263 -3.5955
51 H 0.3405 0.6635 -2.1893
52 H -1.2599 -1.2302 -3.6268
53 H -0.8484 -2.1062 -2.1447
54 H 4.3653 -0.4150 -0.5574
55 H 6.1126 1.1230 -2.0098
56 H 4.7616 1.8256 -4.2912
57 H 2.2988 0.7477 -4.0554
58 H 2.7257 -3.9810 -1.5803
59 H 3.4222 -5.2707 -3.8966
60 H 2.9191 -3.5052 -5.9145
61 H 1.9737 -1.2672 -4.7440
62 H -2.6390 2.8397 -1.0853
63 H -1.8916 4.6307 -2.9756
64 H -1.1909 3.1541 -5.1832
65 H -1.5852 0.5940 -4.5366
66 H -4.3090 0.9351 -3.8479
67 H -5.9113 -0.9343 -4.9680
68 H -5.2156 -3.3347 -3.8568
69 H -3.2168 -2.7853 -2.1095
70 O -0.7842 -2.9076 2.7513
71 C -0.6860 -1.9961 3.6924
72 N 0.0036 -0.9121 3.1958
73 S 0.9993 -0.2302 4.3531
74 O 2.2906 -0.8641 4.2724
75 O 0.8789 1.2058 4.4730
76 C -0.0114 -0.8704 5.6186
77 C -0.2567 -0.1362 6.7725
78 C -1.2586 -0.5978 7.6162
79 C -2.0599 -1.6815 7.2250
80 C -1.9142 -2.3155 5.9711
81 C -0.8696 -1.8679 5.1222
82 H 0.3147 0.7732 7.0000
83 H -1.3759 -0.1032 8.5842
84 H -2.7982 -2.0853 7.9305
85 H -2.5209 -3.1574 5.6234

Mulliken population analysis, charges in e, atoms 1 to 6: atom 1 (Hf): 0.991, atom 2 (C): -0.768, atom 3 (C): -0.547, atom 4 (C): -0.621, atom 5 (C): 2.558, atom 6 (C): -0.820

=====

3.
# C34H39HfN5O4P2

A structure of composition C34H39HfN5O4P2 in a non-equilibrium geometry (ωB97M-V/def2-TZVPD, the Open Molecules 2025 dataset).

Total charge = +2
HOMO = -12.149 eV
Largest force on an atom = 5.106 eV Å⁻¹

Atoms and positions in Å:
1 Hf -1.5352 1.4442 1.6359
2 C 0.2504 -0.7038 3.4376
3 C 0.2917 0.1919 2.3483
4 C 0.4698 -0.4474 0.9553
5 C -0.6744 -0.4509 -0.0393
6 C -2.0113 -0.7268 0.6174
7 C -2.1143 -1.5511 1.7239
8 C -1.0711 -2.5299 2.1650
9 C 0.0450 -2.1371 3.1943
10 C -3.0935 2.3621 0.4453
11 H 0.3948 -0.3615 4.4736
12 H 0.8124 1.1737 2.5201
13 H 0.8272 -1.4805 1.0088
14 H 1.2661 0.1121 0.4671
15 H -0.6259 0.4904 -0.6227
16 H -0.4661 -1.2648 -0.7500
17 H -2.8755 -0.6253 -0.0423
18 H -3.1522 -1.7353 2.0534
19 H -0.6141 -3.0028 1.2756
20 H -1.6313 -3.3571 2.6476
21 H -0.1922 -2.6639 4.1488
22 H 0.9890 -2.5364 2.7613
23 H -3.9478 2.4683 1.1523
24 H -3.4116 1.7478 -0.4227
25 H -2.8544 3.3948 0.1133
26 P -0.5013 -0.3400 -3.3699
27 P 2.7961 0.8080 -1.2873
28 N -1.0224 -1.9753 -3.9595
29 N -0.5373 0.3866 -4.9939
30 N 3.5865 -0.7958 -1.0919
31 N 4.4432 1.5599 -1.5268
32 C 1.3103 -0.7180 -3.2781
33 C 2.1566 0.5602 -3.0618
34 C -2.2620 -2.4800 -3.5213
35 C -2.5608 -3.6351 -4.2247
36 C -1.4780 -3.8545 -5.1542
37 C -0.5401 -2.8400 -4.9522
38 C -1.2042 1.6032 -5.1893
39 C -1.1358 1.9454 -6.5300
40 C -0.3941 0.9067 -7.1980
41 C -0.0227 -0.0138 -6.2323
42 C 3.2135 -1.4862 0.0748
43 C 3.5543 -2.8237 -0.0548
44 C 4.3030 -2.9583 -1.2770
45 C 4.2571 -1.7154 -1.9169
46 C 5.6824 1.0236 -1.9281
47 C 6.4769 2.0371 -2.4877
48 C 5.7495 3.2660 -2.3143
49 C 4.5497 2.9538 -1.6868
50 H 1.5669 -1.2449 -4.2180
51 H 1.4437 -1.4458 -2.4572
52 H 3.0483 0.4991 -3.7257
53 H 1.5367 1.4657 -3.2897
54 H -2.8086 -1.9807 -2.7319
55 H -3.4334 -4.2663 -4.0679
56 H -1.3714 -4.6459 -5.8928
57 H 0.4398 -2.6775 -5.4022
58 H -1.6632 2.1133 -4.3606
59 H -1.5648 2.8182 -6.9914
60 H -0.1637 0.8266 -8.2566
61 H 0.5478 -0.9248 -6.3174
62 H 2.8050 -0.9703 0.9308
63 H 3.2809 -3.5865 0.6572
64 H 4.8309 -3.8502 -1.6172
65 H 4.6938 -1.3890 -2.8520
66 H 5.9488 -0.0009 -1.7540
67 H 7.4330 1.8993 -2.9743
68 H 6.0806 4.2423 -2.6431
69 H 3.7578 3.5914 -1.3325
70 O -2.5888 0.8880 3.4653
71 C -2.1926 1.9220 4.1624
72 O -1.4985 2.7777 3.4744
73 C -2.5718 1.9591 5.6002
74 C -2.6699 3.1420 6.3473
75 C -3.2582 3.1570 7.6173
76 C -3.7981 1.9557 8.1265
77 C -3.7939 0.7790 7.3556
78 C -3.1609 0.7807 6.1154
79 N -4.2760 1.7679 9.4500
80 O -4.3231 2.7130 10.2775
81 O -4.7173 0.6160 9.7174
82 H -2.3783 4.0833 5.8850
83 H -3.2429 4.0121 8.3073
84 H -4.1606 -0.1493 7.8037
85 H -3.2736 -0.1026 5.4847

Mulliken population analysis, charges in e, atoms 1 to 6: atom 1 (Hf): 1.541, atom 2 (C): -0.791, atom 3 (C): -0.496, atom 4 (C): 0.987, atom 5 (C): -1.194, atom 6 (C): -0.640

=====

4.
# C34H39MoN5P2S2

A structure of composition C34H39MoN5P2S2 (ωB97M-V/def2-TZVPD, the Open Molecules 2025 dataset).

Total charge = +4
HOMO (alpha / beta) = -18.994 / -18.968 eV
Largest force on an atom = 0.695 eV Å⁻¹
Multiplicity = 3
⟨S²⟩ = 2.06

Atoms and positions in Å:
1 Mo -0.0889 -0.2204 -1.1670
2 C -2.1766 1.9599 -2.0430
3 C -1.1879 2.0253 -3.1759
4 N 0.0739 1.3089 -2.7784
5 C 0.7748 0.7081 -3.9670
6 C 0.0575 -0.5307 -4.5108
7 S -0.8343 -1.5115 -3.2475
8 C -2.5690 -0.9524 -3.4239
9 C -3.1041 -0.3990 -2.1197
10 N -2.1881 0.5849 -1.4449
11 H -3.1707 2.2350 -2.3875
12 H -1.8925 2.6558 -1.2610
13 H -0.9659 3.0573 -3.4278
14 H -1.5787 1.5571 -4.0702
15 H 0.7081 1.9999 -2.3783
16 H 1.7711 0.4534 -3.6566
17 H 0.8560 1.4532 -4.7525
18 H 0.7884 -1.2052 -4.9500
19 H -0.6707 -0.3083 -5.2883
20 H -3.1505 -1.8277 -3.7045
21 H -2.6170 -0.2538 -4.2533
22 H -3.2560 -1.2093 -1.4208
23 H -4.0729 0.0648 -2.2883
24 H -2.6084 0.6907 -0.5209
25 N -0.6530 0.0443 1.8216
26 P -1.3157 -1.1715 0.8712
27 C -0.8382 -2.8077 1.3537
28 C -0.1192 -3.6530 0.5026
29 C 0.1861 -4.9438 0.9052
30 C -0.2325 -5.3894 2.1522
31 C -0.9570 -4.5534 3.0009
32 C -1.2708 -3.2653 2.6054
33 C -3.0678 -1.0288 1.1035
34 C -3.8794 -2.1575 0.9160
35 C -5.2565 -2.0351 1.0342
36 C -5.8238 -0.7960 1.3178
37 C -5.0190 0.3259 1.5143
38 C -3.6407 0.2172 1.4045
39 P 0.5137 1.0065 1.0583
40 C 0.2151 2.6484 1.6931
41 C 1.0762 3.2518 2.6093
42 C 0.7075 4.4592 3.1918
43 C -0.4956 5.0628 2.8592
44 C -1.3516 4.4716 1.9305
45 C -0.9948 3.2696 1.3458
46 C 2.1288 0.5114 1.6760
47 C 3.2399 1.2887 1.3328
48 C 4.4854 0.9903 1.8704
49 C 4.6271 -0.0944 2.7377
50 C 3.5249 -0.8737 3.0664
51 C 2.2727 -0.5731 2.5350
52 H -0.7872 0.0839 2.8260
53 H 0.1685 -3.3301 -0.4812
54 H 0.7326 -5.6093 0.2456
55 H -0.0088 -6.4031 2.4623
56 H -1.2905 -4.9148 3.9664
57 H -1.8528 -2.6270 3.2659
58 H -3.4383 -3.1278 0.7051
59 H -5.8889 -2.9097 0.9144
60 H -6.9014 -0.7051 1.4045
61 H -5.4692 1.2778 1.7757
62 H -3.0129 1.0777 1.6239
63 H 2.0122 2.7918 2.8891
64 H 1.3640 4.9241 3.9184
65 H -0.7757 6.0008 3.3293
66 H -2.2893 4.9538 1.6709
67 H -1.6616 2.8051 0.6240
68 H 3.1194 2.1616 0.7022
69 H 5.3417 1.6219 1.6475
70 H 5.5948 -0.3102 3.1853
71 H 3.6313 -1.7012 3.7622
72 H 1.4190 -1.1773 2.8123
73 S 1.9638 -1.3680 -1.3334
74 C 3.4797 -0.4783 -1.5707
75 N 4.5938 -1.1687 -1.2696
76 C 5.8296 -0.6825 -1.5039
77 C 5.9498 0.5538 -2.0737
78 C 4.7737 1.2240 -2.3644
79 N 3.5464 0.7120 -2.1134
80 H 4.5018 -2.0891 -0.8508
81 H 6.6707 -1.3120 -1.2309
82 H 6.9223 0.9754 -2.2931
83 H 4.8015 2.2094 -2.8170

natural (NBO) population analysis, charges in e, atoms 1 to 6: atom 1 (Mo): 0.659, atom 2 (C): -0.250, atom 3 (C): -0.240, atom 4 (N): -0.600, atom 5 (C): -0.253, atom 6 (C): -0.536

=====

5.
# C34H39N5O4P2Sn

A structure of composition C34H39N5O4P2Sn in a non-equilibrium geometry (ωB97M-V/def2-TZVPD, the Open Molecules 2025 dataset).

Total charge = +2
HOMO (alpha / beta) = -12.257 / -12.257 eV
Largest force on an atom = 4.082 eV Å⁻¹

Atoms and positions in Å:
1 Sn -0.3679 -2.9442 2.4128
2 C -0.5186 3.1415 3.7507
3 C -1.0607 2.3916 2.7794
4 C -0.8579 2.3040 1.2896
5 C 0.1524 1.2065 0.9010
6 C 1.5511 1.6677 1.2196
7 C 1.9961 2.8464 1.6934
8 C 1.3350 4.0998 2.2584
9 C 0.6712 4.0508 3.6652
10 C 1.6183 -2.0828 2.8175
11 H -1.0311 3.1719 4.7190
12 H -1.6763 1.5415 3.1150
13 H -0.5988 3.2813 0.8584
14 H -1.8359 1.9722 0.9170
15 H -0.1003 0.2673 1.4381
16 H 0.0810 0.9027 -0.1632
17 H 2.3051 0.9297 0.8829
18 H 3.0951 3.0182 1.6873
19 H 0.6405 4.5745 1.5416
20 H 2.1838 4.7968 2.3697
21 H 1.4017 3.8150 4.4675
22 H 0.2848 5.0533 3.9376
23 H 1.7822 -2.1040 3.9122
24 H 1.6729 -1.0495 2.4475
25 H 2.3810 -2.6577 2.2528
26 P 1.3439 -1.3381 -3.1373
27 P -2.0304 -1.0724 -3.1235
28 N 2.5943 -0.1423 -3.2433
29 N 2.2447 -2.5686 -4.1725
30 N -2.0797 0.7100 -3.2813
31 N -3.6067 -1.3864 -3.8424
32 C 0.3519 -0.6239 -4.5441
33 C -1.0390 -1.2595 -4.6961
34 C 3.5789 0.0000 -2.2518
35 C 4.5764 0.8240 -2.7478
36 C 4.2146 1.1882 -4.0869
37 C 3.0131 0.5650 -4.3786
38 C 2.6193 -3.8273 -3.6950
39 C 2.9808 -4.6311 -4.7766
40 C 2.8600 -3.8304 -5.9602
41 C 2.4751 -2.5580 -5.5487
42 C -1.7647 1.5304 -2.1867
43 C -1.4876 2.8107 -2.6589
44 C -1.6904 2.8013 -4.0757
45 C -2.0475 1.5102 -4.4291
46 C -4.4186 -0.6836 -4.7428
47 C -5.5452 -1.4531 -5.0179
48 C -5.4069 -2.6876 -4.2938
49 C -4.2073 -2.6365 -3.6041
50 H 0.8619 -0.7755 -5.5060
51 H 0.2550 0.4628 -4.3741
52 H -1.5812 -0.7708 -5.5247
53 H -0.9822 -2.3380 -4.9320
54 H 3.4841 -0.5242 -1.3031
55 H 5.4831 1.0966 -2.2321
56 H 4.7659 1.7911 -4.7951
57 H 2.4208 0.5619 -5.2867
58 H 2.6133 -4.0244 -2.6341
59 H 3.2929 -5.6618 -4.7353
60 H 3.0225 -4.1256 -6.9849
61 H 2.3658 -1.6598 -6.1375
62 H -1.8406 1.1327 -1.1837
63 H -1.1812 3.6618 -2.0744
64 H -1.6199 3.6356 -4.7603
65 H -2.3072 1.1150 -5.4034
66 H -4.1356 0.2886 -5.1155
67 H -6.3816 -1.1628 -5.6337
68 H -6.1153 -3.4989 -4.2692
69 H -3.6974 -3.3495 -2.9729
70 O -0.6345 -2.9518 4.6401
71 C -0.9423 -1.7090 4.9306
72 O -1.3264 -0.9157 4.0283
73 C -0.8090 -1.2395 6.3949
74 C -1.1144 0.0938 6.7061
75 C -1.0042 0.5948 8.0001
76 C -0.6002 -0.2210 9.0582
77 C -0.2674 -1.5559 8.7663
78 C -0.3796 -2.0612 7.4674
79 N -0.5461 0.3456 10.3753
80 O -0.7696 1.5793 10.4745
81 O -0.2141 -0.3641 11.3500
82 H -1.4727 0.7568 5.9254
83 H -1.2128 1.6300 8.2204
84 H 0.0793 -2.1697 9.5855
85 H -0.1431 -3.1029 7.2596

Mulliken population analysis, charges in e, atoms 1 to 6: atom 1 (Sn): 0.767, atom 2 (C): -0.478, atom 3 (C): 0.080, atom 4 (C): -0.743, atom 5 (C): 1.158, atom 6 (C): -0.267

=====

no.,E (hartree)
1,-3839.86272
2,-2946.57410
3,-2623.63716
4,-3138.73766
5,-2789.89480